1.
The following is a DFT calculation (ωB97M-V/def2-TZVPD) of one molecule with the formula C6H8N2O2S at a distorted geometry.

Frontier orbital gap   9.12 eV
DFT total energy   -891.43642 Ha
HOMO level   -0.33768 hartree
LUMO level   -0.0024 hartree
Energy relative to the best compared isomer or geometry (same formula, charge and spin)   5.553 eV
Structure (SMILES)   NS(=O)(=O)[C@@H]1C2=NC=CC[C@H]21

Geometry as ORCA input:
```
! wB97M-V def2-TZVPD RIJCOSX def2/J DEFGRID3
* xyz 0 1
N 3.05254 -1.23728 0.86583
S 2.48562 0.13161 -0.08117
O 2.49386 -0.30952 -1.43269
O 3.25950 1.21620 0.35015
C 0.80546 0.26887 0.72801
C -0.31812 -0.73602 -0.02621
N -1.26481 -1.58553 0.01855
C -2.44295 -1.02379 -0.60148
C -2.66352 0.32555 -0.58035
C -1.59731 1.30949 -0.17438
C -0.18982 0.69426 -0.37280
H 2.49005 -1.99351 0.43108
H 2.81446 -1.06977 1.79706
H 0.85107 0.27945 1.73052
H -3.23708 -1.77501 -0.60342
H -3.55439 0.76271 -0.86567
H -1.56261 2.22577 -0.74731
H -1.76649 1.49591 0.88167
H 0.34451 1.02061 -1.31739
*
```

Atom-resolved charges from Mulliken, all expressed in e:
1 N -0.640
2 S 1.078
3 O -0.557
4 O -0.602
5 C -0.582
6 C 0.607
7 N -0.588
8 C -0.452
9 C -0.288
10 C -0.858
11 C -0.123
12 H 0.323
13 H 0.297
14 H 0.528
15 H 0.379
16 H 0.468
17 H 0.363
18 H 0.281
19 H 0.365



2.
The following is a DFT calculation (ωB97M-V/def2-TZVPD) of one molecule with the formula C7H8O at a distorted geometry.

Frontier orbital gap (spin up / spin down)   7.43 / 7.41 eV
DFT total energy   -346.63826 Ha
HOMO level (spin up / spin down)   -0.26777 / -0.26772 hartree
LUMO level (spin up / spin down)   0.0051 / 0.0047 hartree
Energy relative to the best compared isomer or geometry (same formula, charge and spin)   3.735 eV

Geometry as ORCA input:
```
! wB97M-V def2-TZVPD RIJCOSX def2/J DEFGRID3
* xyz 0 1
C 0.22699 0.86438 1.05140
C -0.32190 1.48782 -0.00450
C -0.90691 -1.20111 0.37907
C -1.43995 -0.56137 -0.67068
C 0.41531 -0.60509 0.77188
C -0.76184 0.64305 -1.08674
C 1.26038 -0.67617 -0.51374
O 2.44198 -0.05777 -0.53750
H 0.48481 1.31802 1.99315
H -0.46066 2.55657 -0.06323
H -1.31606 -2.06134 0.87452
H -2.33315 -0.88560 -1.18283
H 0.91225 -1.14154 1.58767
H -0.94166 1.05421 -2.06683
H 1.26614 -1.59052 -1.09295
H 2.36272 0.75791 -0.00949
*
```

Atom-resolved charges from Mulliken, all expressed in e:
1 C -1.150
2 C 0.222
3 C -0.833
4 C -0.017
5 C 0.151
6 C -0.981
7 C -0.267
8 O -0.485
9 H 0.384
10 H 0.436
11 H 0.402
12 H 0.428
13 H 0.454
14 H 0.423
15 H 0.409
16 H 0.423



3.
The following is a DFT calculation (ωB97M-V/def2-TZVPD) of a 12-piece molecular cluster, C18H48F10N11O23PS4 overall at a distorted geometry.

Frontier orbital gap   2.09 eV
DFT total energy   -5979.26237 Ha
HOMO level   -0.20315 hartree
LUMO level   -0.1263 hartree
Energy relative to the best compared isomer or geometry (same formula, charge and spin)   12.125 eV

Geometry as ORCA input:
```
! wB97M-V def2-TZVPD RIJCOSX def2/J DEFGRID3
* xyz 0 1
C -0.73655 -0.59387 6.20403
C 0.61011 0.02724 6.23130
O 0.76136 1.22499 6.36944
N 1.76529 -0.90119 5.82133
H 1.42642 -1.67893 5.27324
H 2.24164 -0.34022 5.12957
C 2.69867 -1.21786 7.00684
H -1.39365 0.26098 6.36386
H -0.93619 -1.30457 7.00599
H -0.86859 -1.11839 5.25770
H 3.71217 -1.45765 6.68523
H 2.37840 -2.21926 7.29446
H 2.86132 -0.39857 7.70713
C -0.12251 6.20803 -8.18009
C 0.93433 5.99721 -6.99469
O 0.61653 5.91936 -5.81258
N 2.33148 5.49851 -7.28895
H 2.81002 6.22677 -7.79958
H 2.73185 5.42882 -6.36431
C 2.36551 4.19041 -7.98041
H -0.89476 6.87254 -7.79259
H -0.58502 5.27834 -8.51153
H 0.24537 6.84392 -8.98532
H 3.39788 3.84092 -7.96798
H 1.98570 4.31237 -8.99479
H 1.78364 3.61368 -7.26145
C -2.41024 -7.06112 -0.90364
C -3.54022 -7.52171 -0.01832
O -4.07585 -8.62955 -0.06235
N -3.97430 -6.44526 1.01872
H -3.21746 -5.82472 1.26816
H -4.62180 -5.82147 0.55858
C -4.65948 -6.98067 2.21432
H -1.46213 -6.82478 -0.42056
H -2.77453 -6.12329 -1.32297
H -2.16552 -7.82121 -1.64558
H -4.39806 -6.43363 3.12015
H -4.36765 -8.02735 2.30028
H -5.73869 -6.97532 2.06138
C 0.83820 -2.33168 -6.26818
C -0.31219 -1.33823 -6.63186
O -0.38737 -0.69721 -7.72509
N -1.57234 -1.48475 -5.71923
H -1.86578 -2.43582 -5.54762
H -1.39156 -1.11260 -4.79787
C -2.75575 -0.66433 -6.19925
H 1.58891 -2.04579 -5.53141
H 1.20740 -2.55809 -7.26845
H 0.40386 -3.26294 -5.90462
H -3.55706 -1.39891 -6.11923
H -2.75750 -0.19619 -7.18359
H -2.89198 0.03377 -5.37330
C -6.83753 2.51674 -1.61585
C -5.36508 2.78339 -1.27790
O -4.57348 3.54376 -1.83660
N -4.82088 1.77061 -0.28411
H -5.45832 1.00507 -0.11763
H -3.96414 1.45266 -0.71424
C -4.43938 2.58207 0.97117
H -7.35098 3.34967 -2.09616
H -7.36814 2.21834 -0.71168
H -6.89383 1.70615 -2.34240
H -3.78664 1.89246 1.50641
H -5.40262 2.77422 1.44376
H -3.93527 3.51856 0.73250
C 4.56825 5.52753 4.91978
C 3.85590 6.28695 3.80965
O 3.86438 7.51081 3.85149
N 3.22058 5.65098 2.58959
H 3.26914 4.64791 2.48193
H 2.22131 5.79746 2.60003
C 3.72293 6.33355 1.34717
H 4.22921 5.80682 5.91735
H 5.65498 5.61022 4.90299
H 4.27381 4.47806 4.91500
H 3.67690 7.41459 1.47885
H 3.05368 6.06022 0.53139
H 4.74119 6.00841 1.13381
P -6.94061 -1.69026 4.01657
F -8.30050 -1.96193 4.87646
F -5.97019 -2.25609 5.24922
F -7.04826 -3.18492 3.44861
F -5.60165 -1.52250 3.02415
F -8.00500 -1.22944 2.83429
F -6.84076 -0.19280 4.74654
N 5.58536 -6.51861 2.55221
S 4.84163 -5.31477 1.96992
O 5.21690 -4.88681 0.62754
O 4.01903 -4.46307 2.81953
F 3.62312 -6.29911 1.64695
S 6.83294 -5.43271 3.09886
O 6.46497 -4.72631 4.34198
O 7.66900 -4.79184 2.08303
F 7.82051 -6.72417 3.46504
N -0.57070 -0.07610 -1.49761
S -0.07246 -0.98620 -0.47147
O 0.05622 -0.45718 0.87998
O 0.93904 -1.96588 -0.78559
F -1.36777 -2.01292 -0.39221
S 0.67981 1.06424 -1.43380
O 2.08109 0.67188 -1.55440
O 0.37796 2.16978 -0.50862
F 0.40470 1.70096 -2.92821
N 5.14747 1.04953 2.14904
O 5.69729 -0.03972 2.37927
O 5.78951 1.97649 1.76463
O 3.99600 1.12728 2.56085
N 6.10906 5.33697 -3.53387
O 7.15078 4.89928 -3.21992
O 5.20332 4.61601 -3.52055
O 5.93465 6.45666 -3.91820
N -0.63903 -5.74245 4.71673
O -0.95945 -5.07358 3.77045
O 0.01744 -5.32327 5.66746
O -0.75871 -6.97441 4.62452
*
```

Mulliken atomic charge list, values in e, 99 entries:
1 C -1.098
2 C 0.612
3 O -0.482
4 N -0.072
5 H 0.405
6 H 0.297
7 C -0.790
8 H 0.321
9 H 0.346
10 H 0.378
11 H 0.398
12 H 0.338
13 H 0.336
14 C -1.033
15 C 0.501
16 O -0.398
17 N -0.067
18 H 0.377
19 H 0.339
20 C -0.874
21 H 0.344
22 H 0.300
23 H 0.393
24 H 0.370
25 H 0.333
26 H 0.404
27 C -1.176
28 C 0.676
29 O -0.435
30 N -0.142
31 H 0.413
32 H 0.381
33 C -0.805
34 H 0.415
35 H 0.344
36 H 0.310
37 H 0.371
38 H 0.306
39 H 0.330
40 C -0.971
41 C 0.656
42 O -0.462
43 N -0.163
44 H 0.434
45 H 0.302
46 C -0.834
47 H 0.362
48 H 0.315
49 H 0.343
50 H 0.369
51 H 0.295
52 H 0.349
53 C -1.059
54 C 0.621
55 O -0.450
56 N -0.153
57 H 0.382
58 H 0.323
59 C -0.841
60 H 0.332
61 H 0.385
62 H 0.332
63 H 0.397
64 H 0.386
65 H 0.340
66 C -0.946
67 C 0.564
68 O -0.443
69 N -0.052
70 H 0.291
71 H 0.376
72 C -0.869
73 H 0.332
74 H 0.286
75 H 0.343
76 H 0.370
77 H 0.354
78 H 0.372
79 P 1.180
80 F -0.360
81 F -0.359
82 F -0.352
83 F -0.373
84 F -0.372
85 F -0.363
86 N -0.249
87 S 1.011
88 O -0.599
89 O -0.513
90 F -0.351
91 S 1.102
92 O -0.543
93 O -0.543
94 F -0.314
95 N -0.135
96 S 0.863
97 O -0.530
98 O -0.559
99 F -0.342



4.
The following is a DFT calculation (ωB97M-V/def2-TZVPD) of C5H13BeO3 as an isolated structure at a distorted geometry.

Frontier orbital gap (spin up / spin down)   5.12 / 7.54 eV
DFT total energy   -438.63296 Ha
HOMO level (spin up / spin down)   -0.18029 / -0.27839 hartree
LUMO level (spin up / spin down)   0.0080 / -0.0012 hartree

Geometry as ORCA input:
```
! wB97M-V def2-TZVPD RIJCOSX def2/J DEFGRID3
* xyz 0 2
C 2.66418 -0.61383 -0.15393
C 1.37933 -1.33537 -0.45998
O 0.30135 -0.66022 0.25535
C -0.96399 -1.27911 0.15624
C -2.03603 -0.44568 0.83128
O -2.57627 0.58265 0.03895
C -1.70941 1.65638 -0.23256
H 3.43264 -1.35015 0.12805
H 3.22943 0.03352 -0.83896
H 1.36464 -2.38392 -0.11726
H 1.09790 -1.32457 -1.52720
H -0.91201 -2.26940 0.64094
H -1.22951 -1.43322 -0.90390
H -1.63272 -0.03431 1.77653
H -2.87506 -1.10863 1.08078
H -2.30420 2.45273 -0.69662
H -1.26000 2.04630 0.69865
H -0.89538 1.37024 -0.91686
Be 1.15464 0.49782 1.06261
O 1.27043 1.69021 0.02870
H 0.76827 2.50853 0.00264
H 1.73177 1.40003 -0.85345
*
```

Atom-resolved charges from Mulliken, all expressed in e:
1 C -1.163
2 C -0.139
3 O 0.064
4 C -0.391
5 C -0.579
6 O -0.396
7 C -0.440
8 H 0.281
9 H 0.244
10 H 0.354
11 H 0.273
12 H 0.378
13 H 0.336
14 H 0.274
15 H 0.349
16 H 0.309
17 H 0.185
18 H 0.171
19 Be -0.581
20 O -0.227
21 H 0.333
22 H 0.365